Entry 1
A gas-phase ion, C5H9N2 (charge +1). Source: the Open Molecules 2025 dataset; level of theory: the ωB97M-V functional and the def2-TZVPD basis.

Each line ends with the Löwdin charge.
Positions of all 16 atoms, in Å:
C  -1.123  -0.352  2.551  0.039
C  -0.322  0.109  1.419  -0.135
N  0.953  0.420  1.253  0.134
C  1.341  0.551  -0.088  -0.033
N  0.546  0.248  -1.057  -0.082
C  0.745  0.216  -2.428  -0.024
C  -0.687  -0.141  -0.227  0.016
H  -1.153  -1.350  2.398  0.078
H  -2.012  0.073  2.445  0.059
H  -0.481  -0.030  3.394  0.136
H  2.279  0.902  -0.181  0.124
H  1.642  0.627  -2.781  0.085
H  0.653  -0.943  -2.662  0.167
H  0.111  0.898  -3.076  0.138
H  -0.713  -1.232  -0.312  0.125
H  -1.781  0.002  -0.647  0.172

Calculated values
Gap between HOMO and LUMO   0.361 Eh
Total charge   +1
SMILES string   CC1=NC=[N+](C)C1

***

Entry 2
A gas-phase ion, C5H9N2 (charge +1). Source: the Open Molecules 2025 dataset; level of theory: the ωB97M-V functional and the def2-TZVPD basis.

Each line ends with the Löwdin charge.
Positions of all 16 atoms, in Å:
C  0.357  2.627  0.361  0.054
C  0.221  1.356  0.703  -0.123
C  -0.073  0.290  -0.397  -0.205
C  0.904  -1.024  -0.618  -0.011
N  0.066  -2.124  -0.055  0.091
C  -1.148  -1.681  0.205  -0.046
N  -1.270  -0.408  -0.019  0.107
H  0.829  3.297  1.088  0.088
H  0.006  2.992  -0.557  0.057
H  0.797  1.022  1.580  0.114
H  -0.192  0.914  -1.293  0.143
H  1.049  -1.193  -1.661  0.113
H  1.874  -0.922  -0.035  0.150
H  0.520  -2.997  -0.251  0.166
H  -1.957  -2.255  0.592  0.166
H  -1.984  0.105  0.355  0.136

Calculated values
Gap between HOMO and LUMO   0.395 Eh
Total charge   +1
SMILES string   C=C[C@H]1CNC=[NH+]1

***

What should be chosen as the most stable of them? Choose entry 2.

***

Entry 1
A gas-phase ion, C5H9N2 (charge +1). Source: the Open Molecules 2025 dataset; level of theory: the ωB97M-V functional and the def2-TZVPD basis.

Each line ends with the Löwdin charge.
Positions of all 16 atoms, in Å:
C  -0.209  2.255  0.175  0.124
C  -0.336  0.959  -0.073  -0.168
C  -1.196  0.336  -1.004  -0.040
C  -1.207  -0.982  -0.860  -0.023
N  -0.214  -1.581  0.094  0.118
C  0.549  -0.387  0.693  -0.206
N  1.897  -0.569  0.311  0.062
H  0.422  2.794  0.761  0.051
H  -0.861  2.977  -0.191  0.069
H  -1.993  0.859  -1.599  0.165
H  -1.987  -1.729  -1.076  0.141
H  -0.702  -2.139  0.762  0.174
H  0.580  -1.805  -0.480  0.150
H  0.554  -0.312  1.814  0.166
H  2.609  -0.746  1.067  0.144
H  2.095  0.069  -0.395  0.073

Calculated values
Gap between HOMO and LUMO   0.359 Eh
Total charge   +1
SMILES string   C=C1C=C[NH2+][C@H]1N

***

Entry 2
2 unconnected molecules or ions with the total composition C5H9N2. Source: the Open Molecules 2025 dataset; level of theory: the ωB97M-V functional and the def2-TZVPD basis.

Each line ends with the Löwdin charge.
Positions of all 16 atoms, in Å:
C  1.355  1.353  -0.573  0.178
C  -1.875  -2.092  -0.736  -0.040
C  -2.012  -0.684  -0.275  -0.097
C  0.235  -0.769  -1.355  0.099
C  2.015  1.898  1.826  -0.042
N  -0.940  -1.064  -1.066  -0.161
N  1.802  1.783  0.432  0.044
H  1.377  1.345  -1.647  0.088
H  -1.811  -2.776  0.012  0.083
H  -2.621  -2.510  -1.558  0.174
H  -2.678  -0.021  -0.721  0.102
H  -1.911  -0.413  0.814  0.149
H  0.925  -1.460  -1.817  0.063
H  3.010  1.485  2.013  0.106
H  1.260  1.109  2.193  0.128
H  1.868  2.816  2.460  0.126

Calculated values
Gap between HOMO and LUMO   0.305 Eh
Total charge   +1

***

Entry 3
A gas-phase ion, C5H9N2 (charge +1). Source: the Open Molecules 2025 dataset; level of theory: the ωB97M-V functional and the def2-TZVPD basis.

Each line ends with the Löwdin charge.
Positions of all 16 atoms, in Å:
C  -2.826  -1.241  -0.326  0.138
C  -0.703  1.306  0.769  -0.147
C  -1.562  0.862  -0.341  -0.174
C  0.894  -0.281  -0.220  -0.046
C  2.209  -0.833  -0.277  -0.026
N  0.515  0.639  0.618  0.079
N  -1.990  -0.340  -0.307  -0.092
H  -2.506  -2.362  -0.465  0.100
H  -0.554  2.406  0.783  0.156
H  -1.032  0.937  1.824  0.186
H  -1.584  1.490  -1.279  0.163
H  0.130  -0.436  -1.012  0.152
H  2.716  -0.818  -1.306  0.141
H  2.133  -1.924  -0.072  0.122
H  2.995  -0.376  0.391  0.120
H  1.166  0.969  1.218  0.129

Calculated values
Gap between HOMO and LUMO   0.277 Eh
Total charge   +1

***

What should be chosen as the most stable of them? Choose entry 1.